# 1
Computed, not measured: a structure of composition C6H14N2O2, with ωB97M-V/def2-TZVPD.

ORCA input file:
```
! wB97M-V def2-TZVPD RIJCOSX def2/J DEFGRID3
* xyz 0 1
C 0.0629 -0.1680 0.8232
C -1.0161 0.2951 -1.0069
C -0.5717 -1.5039 1.1580
C -0.4655 0.9901 1.6576
C -0.7636 -0.7093 -2.0216
N 1.5169 -0.2653 1.0729
C 1.6599 -0.1523 -0.3260
N 2.0144 1.1327 -0.8161
O -2.3198 0.3736 -0.6314
O 1.7431 -1.1370 -1.1025
H -2.4461 1.1137 -0.0259
H 1.8683 0.5612 1.5486
H -0.4969 1.2493 -1.1056
H 2.5370 1.0532 -1.6798
H 2.4711 1.7550 -0.1652
H -1.6450 -1.4918 0.9763
H -0.1067 -2.2819 0.5548
H -0.4341 -1.7430 2.2157
H -1.5543 0.9820 1.7353
H -0.1112 1.9417 1.2538
H -0.1361 0.9086 2.6976
H 0.2975 -1.1390 -1.7875
H -0.6013 -0.2601 -3.0033
H -1.5028 -1.5046 -2.0222
*
```

Values from the calculation:
HOMO level = -8.1 eV
ΔE to the lowest compared entry with this formula, charge and spin = 93.6 kcal/mol

Formally, the Löwdin partial charges of the atoms, in units of the elementary charge, are as follows: C -0.42; C -0.28; C -0.05; C -0.07; C -0.06; N 0.10; C -0.59; N 0.15; O 0.01; O -0.02; H 0.09; H 0.11; H 0.11; H 0.10; H 0.09; H 0.07; H 0.08; H 0.08; H 0.07; H 0.08; H 0.09; H 0.07; H 0.09; H 0.09

***

# 2
Computed, not measured: the molecule C14H25N3O2S, with ωB97M-V/def2-TZVPD.

ORCA input file:
```
! wB97M-V def2-TZVPD RIJCOSX def2/J DEFGRID3
* xyz 0 1
C -2.3659 -1.3401 -0.0215
C -2.7705 -1.8499 -1.1691
C -1.8915 -2.6744 -2.0650
N -1.8173 -2.1208 -3.3950
C -0.8795 -1.2769 -3.9325
N -1.1590 -0.9952 -5.1654
N -2.3054 -1.6623 -5.4440
C -2.7478 -2.3733 -4.3768
S -4.0751 -3.3308 -4.2751
H -2.7328 -1.6135 -6.3529
C 0.2898 -0.7548 -3.1880
H 1.0241 -0.3972 -3.9088
H 0.7336 -1.5567 -2.5956
C -0.1144 0.3785 -2.2343
H -0.2503 1.3059 -2.7900
H -1.0550 0.1257 -1.7424
C 0.9448 0.5731 -1.1514
O 1.0355 -0.6153 -0.3970
H 1.5149 -0.3878 0.4102
C 0.5869 1.7407 -0.2256
O 1.5420 1.7578 0.8076
C 1.2833 2.7287 1.7987
C 2.3377 2.6172 2.8953
C 2.3388 1.2619 3.6040
C 1.0858 1.0024 4.4378
C 1.1923 -0.3068 5.2108
H 0.2924 -0.4804 5.7962
H 1.3241 -1.1435 4.5281
H 2.0428 -0.2824 5.8887
H 0.9419 1.8277 5.1393
H 0.2093 0.9595 3.7893
H 3.2106 1.2206 4.2610
H 2.4497 0.4742 2.8571
H 3.3160 2.7762 2.4386
H 2.1630 3.4152 3.6192
H 0.2740 2.5801 2.2100
H 1.3162 3.7336 1.3496
H -0.4209 1.5878 0.1918
H 0.5929 2.6895 -0.7812
H 1.9223 0.7859 -1.6138
H -0.8850 -2.7503 -1.6504
H -2.3312 -3.6743 -2.1678
H -3.7797 -1.7076 -1.5305
H -3.0263 -0.7682 0.6082
H -1.3571 -1.4797 0.3327
*
```

Values from the calculation:
HOMO level = -7.8 eV
ΔE to the lowest compared entry with this formula, charge and spin = 35.4 kcal/mol
SMILES string = C=CCn1c(CC[C@H](O)COCCCCC)n[nH]c1=S

Formally, the Löwdin partial charges of the atoms, in units of the elementary charge, are as follows: C 0.01; C -0.15; C -0.16; N -0.01; C -0.30; N 0.11; N 0.02; C -0.85; S 0.59; H 0.15; C -0.10; H 0.13; H 0.12; C -0.12; H 0.13; H 0.10; C -0.37; O -0.03; H 0.09; C -0.17; O -0.15; C -0.23; C -0.17; C -0.22; C -0.27; C -0.12; H 0.07; H 0.07; H 0.07; H 0.11; H 0.10; H 0.11; H 0.11; H 0.11; H 0.12; H 0.12; H 0.13; H 0.14; H 0.14; H 0.16; H 0.13; H 0.10; H 0.10; H 0.06; H 0.05

***

# 3
Computed, not measured: a structure of composition C40H36ClN5O4S2Zr, with ωB97M-V/def2-TZVPD.

ORCA input file:
```
! wB97M-V def2-TZVPD RIJCOSX def2/J DEFGRID3
* xyz 0 1
Zr 0.2582 -0.0320 0.3883
C 1.6766 2.9760 -2.0209
C 0.7742 2.1696 -2.9046
C 1.0544 2.0836 -4.2627
C 0.2193 1.3917 -5.1232
C -0.9357 0.8172 -4.6302
C -1.2519 0.8847 -3.2753
C -2.5603 0.3060 -2.8177
C -0.3632 1.5210 -2.4035
N -0.6302 1.4509 -0.9880
C -1.3872 2.4463 -0.4652
O -1.7275 3.4952 -0.9802
C -1.8461 2.1264 0.9455
C -2.5258 2.9881 1.7854
C -2.8569 2.5234 3.0540
C -2.5104 1.2373 3.4558
C -1.8407 0.4351 2.5499
N -1.5480 0.8966 1.3405
C -1.3512 -0.9712 2.8374
O -1.4841 -1.4049 3.9676
N -0.7806 -1.5603 1.7513
C -0.5649 -2.9742 1.8235
C -1.6210 -3.8380 2.2023
C -2.9792 -3.3853 2.6671
C -1.4183 -5.2131 2.1533
C -0.2195 -5.7631 1.7405
C 0.8068 -4.9171 1.3752
C 0.6552 -3.5348 1.4157
C 1.8723 -2.7419 1.0331
H 2.3193 3.6154 -2.6265
H 1.1020 3.6091 -1.3438
H 2.3199 2.3311 -1.4247
H 1.9443 2.5723 -4.6440
H 0.4594 1.3172 -6.1767
H -1.6156 0.3018 -5.3005
H -2.6814 -0.7163 -3.1869
H -2.6552 0.2912 -1.7356
H -3.3857 0.8994 -3.2180
H -2.7691 3.9831 1.4394
H -3.3818 3.1733 3.7430
H -2.7326 0.8498 4.4400
H -3.2822 -2.4308 2.2451
H -3.7249 -4.1291 2.3802
H -2.9964 -3.2708 3.7511
H -2.2370 -5.8628 2.4435
H -0.0899 -6.8375 1.7045
H 1.7590 -5.3244 1.0518
H 2.2489 -3.0092 0.0475
H 1.7083 -1.6655 1.0178
H 2.6710 -2.8474 1.7683
O 4.2200 0.2394 -1.8056
C 3.8552 -0.3359 -2.9739
C 4.7694 -0.2558 -4.0284
C 4.4813 -0.8214 -5.2519
C 3.2728 -1.4862 -5.4575
C 2.3699 -1.5663 -4.4209
C 2.6374 -0.9989 -3.1681
C 1.6086 -1.0768 -2.1186
O 1.7676 -0.3210 -1.0454
N 0.5689 -1.8256 -2.2727
N -0.3706 -1.5997 -1.2637
C -1.4029 -2.3551 -1.4240
S -1.4761 -3.5350 -2.7059
C -3.0006 -4.3028 -2.0897
C -3.8656 -3.2048 -1.5040
S -2.8066 -2.2264 -0.4060
H 3.4791 0.1542 -1.1843
H 5.7036 0.2618 -3.8492
H 5.2026 -0.7423 -6.0565
H 3.0423 -1.9258 -6.4191
H 1.4171 -2.0581 -4.5588
H -2.7495 -5.0466 -1.3333
H -3.4898 -4.7942 -2.9298
H -4.6806 -3.6036 -0.9009
H -4.2763 -2.5667 -2.2864
Cl 1.6603 -0.3143 3.6344
C 3.0756 0.2880 2.7919
C 4.3140 -0.2058 3.1617
C 5.4411 0.2182 2.4760
C 5.3033 1.1336 1.4406
C 4.0538 1.6240 1.1018
C 2.8892 1.2143 1.7662
C 1.5465 1.6636 1.3439
H 4.3856 -0.9196 3.9725
H 6.4156 -0.1652 2.7494
H 6.1735 1.4677 0.8898
H 3.9654 2.3474 0.2993
H 1.6284 2.5126 0.6771
H 0.9688 1.9760 2.2232
*
```

Values from the calculation:
HOMO level = -8.1 eV
ΔE to the lowest compared entry with this formula, charge and spin = 11.9 kcal/mol

Formally, the Löwdin partial charges of the atoms, in units of the elementary charge, are as follows: Zr 1.82; C -0.02; C -0.20; C -0.05; C -0.08; C -0.05; C -0.20; C -0.05; C -0.19; N -0.05; C -0.48; O 0.09; C -0.17; C 0.03; C -0.01; C 0.03; C -0.17; N 0.01; C -0.56; O 0.06; N -0.07; C -0.20; C -0.22; C -0.08; C -0.06; C -0.08; C -0.05; C -0.20; C -0.04; H 0.09; H 0.08; H 0.05; H 0.11; H 0.10; H 0.11; H 0.06; H 0.04; H 0.09; H 0.13; H 0.12; H 0.13; H 0.04; H 0.08; H 0.09; H 0.11; H 0.10; H 0.12; H 0.10; H -0.01; H 0.10; O 0.06; C -0.25; C -0.01; C -0.08; C -0.09; C -0.03; C -0.08; C -0.40; O -0.25; N 0.05; N -0.15; C -0.89; S 0.98; C -0.50; C -0.48; S 0.99; H 0.06; H 0.12; H 0.10; H 0.10; H 0.11; H 0.08; H 0.08; H 0.08; H 0.08; Cl 0.77; C -0.60; C -0.11; C -0.09; C -0.08; C -0.06; C -0.35; C -0.25; H 0.10; H 0.10; H 0.11; H 0.11; H 0.04; H 0.05

***

# 4
Computed, not measured: the molecule C3H3Br, with ωB97M-V/def2-TZVPD.

ORCA input file:
```
! wB97M-V def2-TZVPD RIJCOSX def2/J DEFGRID3
* xyz 0 1
C -0.0733 0.0370 0.1192
C -0.2078 0.7544 -1.0974
C 0.0068 -0.6540 1.3917
Br -0.2254 -0.0960 -2.7809
H 0.0651 1.8270 -1.2887
H -0.7455 -1.1608 2.0385
H 1.1801 -0.7075 1.6176
*
```

Values from the calculation:
HOMO level = -9.2 eV
ΔE to the lowest compared entry with this formula, charge and spin = 33.0 kcal/mol
SMILES string = C=C=CBr

Formally, the Löwdin partial charges of the atoms, in units of the elementary charge, are as follows: C -0.14; C -0.65; C -0.01; Br 0.62; H 0.04; H 0.05; H 0.09